C9H11Cl2NO2 | the ωB97M-V functional and the def2-TZVPD basis

```
! RIJCOSX wB97M-V def2-TZVPD def2/J DEFGRID3
* xyz 0 1
C -1.0245 -0.2708 2.5431
C -0.7506 0.2624 0.1825
C 0.9914 -1.1514 1.3318
C -0.5480 -0.6067 1.2906
C 1.9722 -0.0674 1.8245
C 2.7792 -2.5869 0.2674
C -2.1725 3.1331 0.2813
C 1.5200 -1.8075 -0.0344
C -2.3057 1.9073 -0.5879
N -1.4983 0.1675 3.4960
O 0.1637 0.5599 -0.5504
O -1.9915 0.7292 0.1058
Cl 2.6797 1.0115 0.7236
Cl 2.0931 0.1341 3.4894
H 0.8670 -2.0350 2.0131
H 2.9921 -3.2961 -0.4706
H 2.7469 -3.0888 1.1974
H 3.6070 -1.9952 0.4751
H -2.9371 3.8400 -0.1070
H -2.4499 2.8345 1.2550
H -1.2560 3.6223 0.4152
H 0.7436 -2.5261 -0.5358
H 1.7371 -1.0299 -0.8826
H -1.6877 1.8147 -1.6012
H -3.3590 1.8324 -0.8403
*
```

For the HOMO energy (spin up / spin down), the calculation gives -8.1 / -9.5 eV. The calculation puts the frontier orbital gap (spin up / spin down) at 5.87 / 8.89 eV. For the electronic energy, the calculation gives -40137.06335 eV.

Okay, here come the Mulliken numbers, in e, for every atom: 0.153, 0.853, -0.189, -0.269, 0.305, -1.484, -1.175, -0.338, -0.127, -0.495, -0.597, -0.356, -0.059, -0.119, 0.576, 0.404, 0.407, 0.394, 0.328, 0.356, 0.350, 0.307, 0.246, 0.264, 0.264

---

C8H10N2OSm | the ωB97M-V functional and the def2-TZVPD basis

```
! RIJCOSX wB97M-V def2-TZVPD def2/J DEFGRID3
* xyz -1 6
C 0.0559 -0.5032 -2.0367
C -0.7442 0.6354 -1.7838
C -1.9376 0.2080 -1.1801
C -1.8795 -1.1887 -1.0424
C -0.6500 -1.6337 -1.5655
Sm 0.4740 -0.4758 0.6044
N 1.9487 -2.2308 0.5378
C 1.7668 1.3084 0.5658
C 1.0014 2.2521 0.2265
H -2.8444 0.8483 -0.9765
H -0.5162 1.6824 -2.1202
H -2.7088 -1.8546 -0.6738
H -0.3101 -2.6999 -1.6566
H 1.0349 -0.5302 -2.5780
H 0.8483 2.5392 -0.7928
H 1.7624 0.8442 1.7567
H 2.9309 -2.0935 0.8604
H 0.7164 2.9514 0.9749
H 2.4809 0.9617 -0.2585
O -1.7819 -0.9092 4.5517
C -1.1405 -0.3349 3.7112
N -0.5073 0.2234 2.8757
*
```

For the HOMO energy (spin up / spin down), the calculation gives -2.6 / -3.2 eV. Its expectation value of S² is 8.8927. The calculation puts the frontier orbital gap (spin up / spin down) at 5.32 / 5.90 eV. For the electronic energy, the calculation gives -31386.60682 eV.

Okay, here come the Mulliken numbers, in e, for every atom: -0.468, -0.612, -0.515, -0.436, -0.344, 0.641, -0.669, -0.012, -0.535, 0.297, 0.587, 0.340, 0.285, 0.325, 0.235, 0.252, -0.036, 0.263, 0.192, -0.644, 0.585, -0.733

---

C5H6ClNNaO4 | the ωB97M-V functional and the def2-TZVPD basis

```
! RIJCOSX wB97M-V def2-TZVPD def2/J DEFGRID3
* xyz 1 1
C 0.8677 1.2779 -1.0508
C -0.4055 1.7171 -0.3304
Cl -1.5422 2.3457 -1.5801
C -1.1326 0.6171 0.4531
O -0.3976 0.2138 1.6545
C 0.4985 -0.7197 1.4770
O 1.6402 -0.5694 1.7966
O 0.1613 -1.9824 0.8923
O 0.7353 -1.8929 -0.4197
C -0.1015 -2.4928 -1.2402
N -1.0297 -2.8998 -1.7698
H 1.6734 0.9769 -0.3733
H 0.6637 0.5252 -1.8189
H 1.2435 2.1516 -1.5957
H -0.2365 2.5576 0.3468
H -1.4347 -0.2338 -0.1698
H -2.0681 1.0533 0.8144
Na 0.8648 -2.6454 2.9140
*
```

For the HOMO energy, the calculation gives -14.0 eV. The calculation puts the frontier orbital gap at 8.59 eV. For the electronic energy, the calculation gives -31890.52539 eV.

Okay, here come the Mulliken numbers, in e, for every atom: -1.191, 0.337, -0.150, -0.670, -0.285, 0.713, -0.455, -0.354, -0.114, 0.438, -0.263, 0.291, 0.254, 0.425, 0.295, 0.355, 0.383, 0.992

---

C5H14N2O | the ωB97M-V functional and the def2-TZVPD basis

```
! RIJCOSX wB97M-V def2-TZVPD def2/J DEFGRID3
* xyz 0 1
C 0.5955 0.7235 0.9609
C 1.2688 -0.6243 1.1851
N 1.2180 1.3856 -0.1434
N 0.7458 1.5366 2.1360
C -1.0293 0.5031 0.6533
C -1.7579 -0.5757 0.9213
H 0.9257 2.3518 -0.2203
H 1.0103 0.9038 -1.0185
H 0.3963 1.0658 2.9588
H 0.2858 2.4342 2.0408
H -1.5359 1.4566 0.5098
H 0.8466 -1.1249 2.0529
H 2.3272 -0.4458 1.3631
H 1.1516 -1.2477 0.3032
H -1.3078 -1.5448 1.0782
H -2.8386 -0.5556 0.9185
C -0.2748 -1.2722 -2.8791
O -0.3496 -0.0610 -2.1714
H -0.9666 -0.1415 -1.3835
H 0.2870 -1.0579 -3.7915
H -1.2585 -1.6661 -3.1602
H 0.2604 -2.0436 -2.3139
*
```

For the HOMO energy, the calculation gives -8.8 eV. The calculation puts the frontier orbital gap at 9.67 eV. For the electronic energy, the calculation gives -10438.48300 eV.

Okay, here come the Mulliken numbers, in e, for every atom: 1.472, -1.778, -0.720, -0.684, -0.704, -0.531, 0.263, 0.348, 0.251, 0.267, 0.241, 0.410, 0.467, 0.236, 0.229, 0.274, -0.619, -0.500, 0.312, 0.231, 0.287, 0.248

---

C33H67IN6O4P2Si2 | the ωB97M-V functional and the def2-TZVPD basis

```
! RIJCOSX wB97M-V def2-TZVPD def2/J DEFGRID3
* xyz 0 1
C -4.3945 7.1940 0.7403
C -3.8097 7.1388 -0.6770
C -2.5539 8.0176 -0.9652
I -1.7200 8.9832 0.7768
Si -1.1605 7.0482 -1.8233
O -1.6455 5.4989 -2.1912
Si -0.8130 4.2547 -1.4105
C -1.3140 2.6767 -2.3226
C -1.0510 1.4683 -1.4481
C 0.2489 0.9440 -1.4691
C 0.5617 -0.1340 -0.6596
C -0.4206 -0.6694 0.1511
C -1.7183 -0.1926 0.1573
C -2.0498 0.8971 -0.6547
C -3.4879 1.3787 -0.6099
C -1.4641 4.2287 0.3578
C -0.4577 4.1621 1.5322
C 0.9457 3.6687 1.1822
O -0.3804 5.4751 2.0787
C -0.0466 5.5202 3.4505
C -1.1723 5.0650 4.3535
C -2.2847 5.8535 4.6043
C -3.3061 5.3879 5.4215
C -3.2180 4.1171 5.9647
C -2.1181 3.3082 5.7262
C -1.0951 3.7951 4.9209
H -5.3056 6.5871 0.7408
H -3.7300 6.7631 1.4892
H -4.6975 8.2013 1.0236
H -3.6313 6.0854 -0.8962
H -4.6139 7.4671 -1.3395
H -2.8754 8.8230 -1.6213
H 0.0520 7.0014 -0.9849
H -0.8985 7.7454 -3.1028
H 0.6400 4.4568 -1.5337
H -2.3497 2.7595 -2.6483
H -0.7014 2.6313 -3.2273
H 0.9748 1.4125 -2.1224
H 1.5643 -0.5491 -0.6569
H -0.1898 -1.4982 0.8144
H -2.4642 -0.6426 0.8012
H -4.1203 0.4915 -0.7030
H -3.7330 2.0320 -1.4418
H -3.7333 1.8334 0.3504
H -2.0093 5.1694 0.4940
H -2.2014 3.4364 0.4864
H -0.8627 3.4402 2.2503
H 0.9252 2.6972 0.6844
H 1.5289 4.4113 0.6392
H 1.4848 3.5143 2.1238
H 0.8866 4.9998 3.6910
H 0.1365 6.5756 3.6743
H -2.3552 6.8358 4.1483
H -4.1654 6.0197 5.6044
H -4.0079 3.7332 6.6005
H -2.0146 2.3129 6.1379
H -0.2262 3.1786 4.7164
O -1.0776 -5.8248 0.3622
P -1.7119 -5.3965 -0.9273
N -3.2578 -4.9139 -0.3601
C -4.4991 -4.9562 -1.0971
C -3.2593 -3.8388 0.6235
N -1.7352 -6.9425 -1.7332
C -2.9388 -7.7571 -1.7349
C -0.5865 -7.7807 -1.3961
N -1.7350 -4.5721 -2.4040
C -1.5455 -3.1235 -2.3303
C -2.1230 -5.0651 -3.7088
H -4.6263 -4.1098 -1.7909
H -5.3337 -4.9292 -0.3931
H -4.6214 -5.8784 -1.6568
H -3.1199 -2.8540 0.1557
H -2.4611 -3.9838 1.3519
H -4.2000 -3.8233 1.1785
H -3.3630 -7.8907 -0.7306
H -2.7178 -8.7444 -2.1445
H -3.7018 -7.3459 -2.3988
H -0.7091 -8.2873 -0.4318
H 0.3280 -7.1911 -1.3499
H -0.4514 -8.5415 -2.1693
H -2.5022 -2.5869 -2.3572
H -0.9230 -2.7601 -3.1496
H -1.0353 -2.8487 -1.4062
H -3.2084 -5.1810 -3.7953
H -1.6431 -6.0087 -3.9511
H -1.8088 -4.3568 -4.4791
O 3.7718 -1.7018 -1.4744
P 4.8914 -2.0169 -0.5144
N 6.1823 -2.1293 -1.6487
C 7.3423 -2.9854 -1.5571
C 6.4828 -0.9062 -2.3836
N 4.2969 -3.5816 -0.0065
C 4.7717 -4.7958 -0.6478
C 2.8385 -3.6354 0.1009
N 5.8503 -1.9002 0.8850
C 6.5156 -0.6176 1.1089
C 6.2748 -2.9557 1.7824
H 8.1285 -2.5923 -0.8926
H 7.7812 -3.0964 -2.5507
H 7.0943 -3.9920 -1.2350
H 7.0705 -0.1966 -1.7840
H 5.5630 -0.4081 -2.6914
H 7.0447 -1.1292 -3.2927
H 4.7127 -4.7481 -1.7438
H 4.1778 -5.6477 -0.3119
H 5.7942 -5.0360 -0.3498
H 2.3537 -3.7728 -0.8734
H 2.4446 -2.7209 0.5450
H 2.5490 -4.4668 0.7477
H 7.5562 -0.6350 0.7632
H 6.5085 -0.3480 2.1666
H 5.9988 0.1841 0.5779
H 7.0579 -3.5762 1.3361
H 5.4489 -3.5892 2.0912
H 6.6843 -2.5213 2.6977
*
```

For the HOMO energy, the calculation gives -8.1 eV. The calculation puts the frontier orbital gap at 8.48 eV. For the electronic energy, the calculation gives -94872.68192 eV.

Mulliken population analysis, charges in e, atoms 1 to 99: -1.418, -0.017, -0.846, 0.006, 0.408, -0.312, 0.188, -1.717, 1.184, -0.883, -0.535, -0.906, -0.775, 1.250, -2.012, 0.528, 0.929, -1.675, -0.315, -1.085, 0.464, -0.068, -0.746, -0.287, -0.782, -0.129, 0.383, 0.244, 0.433, 0.120, 0.405, 0.654, -0.141, -0.254, -0.163, 0.380, 0.567, 0.415, 0.576, 0.461, 0.695, 0.555, 0.244, 0.377, 0.037, -0.207, -0.119, 0.332, 0.321, 0.527, 0.347, 0.459, 0.419, 0.392, 0.361, 0.392, 0.348, -0.909, 0.835, 0.105, -0.750, -1.166, 0.261, -1.164, -1.080, 0.272, -0.958, -0.936, 0.227, 0.363, 0.117, 0.378, 0.265, 0.392, 0.334, 0.396, 0.265, 0.318, 0.345, 0.335, 0.264, 0.505, 0.014, 0.295, 0.297, 0.381, -0.891, 0.761, 0.159, -0.792, -1.040, 0.264, -1.191, -1.323, 0.154, -1.072, -0.832, 0.238, 0.383